(1)
{"formula": "C8H9N3OS", "method": "ωB97M-V/def2-TZVPD", "charge": 0, "homo_energy_ev": [-8.96, -8.96], "largest_force_ev_per_a": 5.7, "orbital_gap_ha": [0.2936, 0.2568], "relative_energy_ev": 5.6182, "symbols": ["C", "C", "C", "C", "C", "C", "C", "C", "N", "N", "N", "O", "S", "H", "H", "H", "H", "H", "H", "H", "H", "H"], "coordinates": [[2.145, -2.129, 0.827], [1.617, 0.104, 1.394], [-0.897, -0.859, -0.986], [-0.965, 1.576, -0.643], [-2.063, 0.744, 0.039], [-2.184, 1.234, 1.459], [2.651, -1.142, -1.711], [2.139, -0.795, 0.447], [1.923, -3.247, 1.031], [1.123, 0.734, 2.204], [-1.700, -0.615, -0.052], [2.300, -0.303, -0.787], [-0.539, 0.502, -2.092], [-1.238, 2.559, -1.154], [-0.092, 1.625, -0.139], [-3.032, 0.728, -0.374], [-2.812, 2.148, 1.620], [-1.293, 1.522, 1.920], [-2.691, 0.409, 2.036], [2.793, -2.212, -1.449], [3.188, -0.706, -2.539], [-0.375, -1.877, -1.054]], "forces_ev_per_a": [[-0.54, -1.12, -0.77], [0.48, -0.77, -1.05], [0.82, -1.37, -0.30], [-3.34, 0.40, -4.59], [0.93, 1.97, 0.91], [-2.91, -0.55, 1.19], [1.02, -1.03, -0.89], [-0.66, 1.64, 1.08], [0.52, 0.15, 0.13], [-0.57, 1.19, 1.28], [1.30, -1.74, 0.86], [0.72, -1.08, 0.74], [0.31, -0.27, 0.32], [0.09, -1.12, 1.28], [2.43, 0.47, 2.16], [-1.30, 0.88, -1.14], [0.14, -0.76, -0.76], [1.75, -0.19, 0.61], [0.65, 0.90, -0.24], [-0.28, 0.88, -0.22], [-0.50, 0.10, -0.22], [-1.08, 1.40, -0.38]]}

(2)
{"formula": "C8H9N3S", "method": "ωB97M-V/def2-TZVPD", "charge": 0, "s_squared": 2.051, "homo_energy_ev": [-4.97, -9.33], "largest_force_ev_per_a": 4.6, "multiplicity": 3, "orbital_gap_ha": [0.2013, 0.2467], "relative_energy_ev": 0.5519, "symbols": ["C", "C", "C", "C", "C", "C", "C", "C", "N", "N", "N", "S", "H", "H", "H", "H", "H", "H", "H", "H", "H"], "coordinates": [[-2.880, 0.866, -0.500], [2.789, 0.588, -0.320], [2.486, 0.440, 1.067], [1.756, 0.728, -1.266], [1.142, 0.540, 1.439], [0.447, 0.749, -0.829], [0.153, 0.736, 0.544], [-1.393, -2.206, -0.631], [-3.392, 1.403, -1.357], [-1.123, 0.879, 1.117], [-2.291, 0.200, 0.444], [-2.400, -1.494, 0.769], [3.790, 0.342, -0.633], [3.194, 0.444, 1.832], [1.888, 1.028, -2.240], [0.795, 0.569, 2.545], [-0.317, 0.670, -1.635], [-1.269, -3.274, -0.281], [-0.304, -2.025, -0.663], [-1.895, -1.755, -1.486], [-1.177, 0.571, 2.083]], "forces_ev_per_a": [[0.32, -0.70, 0.48], [0.20, -0.26, -2.98], [-2.98, 0.06, 2.06], [0.07, 0.43, 3.26], [1.82, -0.09, 3.13], [-0.73, -0.05, -4.58], [-2.63, -0.80, 3.11], [0.76, -0.17, 1.99], [-1.28, 1.39, -2.04], [-1.07, -0.18, -2.03], [2.66, -0.98, 2.96], [0.74, 0.55, -1.09], [0.20, 0.35, -0.29], [1.26, -0.09, 0.79], [0.82, -0.16, -2.30], [1.06, -0.23, -1.81], [0.34, 0.38, 1.02], [-1.40, 0.56, -1.39], [-0.44, 1.14, 0.33], [0.12, -1.38, -0.47], [0.17, 0.24, -0.16]]}

(3)
{"formula": "C8H9NO", "method": "ωB97M-V/def2-TZVPD", "charge": 0, "homo_energy_ev": -7.14, "largest_force_ev_per_a": 9.1, "orbital_gap_ha": 0.2921, "relative_energy_ev": 6.3838, "symbols": ["C", "C", "C", "C", "C", "C", "C", "C", "H", "H", "H", "H", "H", "H", "H", "H", "H", "N", "O"], "coordinates": [[0.752, 0.810, 1.511], [1.342, -0.531, 1.468], [0.909, -1.409, 0.382], [-0.050, -0.895, -0.359], [-1.276, -0.569, -2.385], [-1.538, 0.605, -1.457], [-0.579, 0.504, -0.398], [-0.144, 1.252, 0.593], [0.582, 2.071, 2.850], [2.403, -0.596, 2.361], [1.492, -2.328, 0.163], [-0.441, -2.444, -1.975], [-0.940, -0.403, -3.273], [-2.049, -0.763, -2.884], [-2.686, 0.162, -1.252], [-1.424, 1.712, -2.080], [-0.485, 2.146, 0.491], [-0.502, -1.583, -1.524], [1.321, 1.615, 2.517]], "forces_ev_per_a": [[3.86, -3.75, 2.07], [1.25, 2.30, 1.11], [3.75, 0.51, 4.29], [-2.50, 0.66, -4.95], [5.09, -0.01, 7.50], [-3.25, 1.63, -3.22], [1.25, -6.52, 0.63], [1.10, -2.17, 0.46], [-1.17, 1.33, 1.08], [-3.76, -0.31, -3.23], [-0.92, 0.59, 0.16], [0.91, -1.67, 0.43], [5.38, 2.04, -5.11], [-8.13, -3.46, -1.83], [2.50, 2.62, 0.72], [-0.97, -3.13, 1.90], [-1.71, 6.20, 0.51], [-2.88, 4.05, -1.07], [0.19, -0.92, -1.46]]}

(4)
{"formula": "C8H9NO2S", "method": "ωB97M-V/def2-TZVPD", "charge": 0, "homo_energy_ev": -9.23, "largest_force_ev_per_a": 5.1, "orbital_gap_ha": 0.3646, "relative_energy_ev": 2.4416, "symbols": ["C", "C", "C", "C", "C", "C", "C", "C", "N", "O", "O", "S", "H", "H", "H", "H", "H", "H", "H", "H", "H"], "coordinates": [[-0.549, 0.313, 2.917], [-1.716, 0.379, 2.122], [0.628, 0.427, 2.292], [-1.656, 0.452, 0.735], [0.741, 0.565, 0.888], [-0.445, 0.513, 0.101], [0.327, -0.878, -1.944], [-0.416, 0.558, -1.353], [1.552, -0.202, -2.146], [1.760, 2.277, -1.659], [0.646, 1.621, -3.690], [0.925, 1.310, -2.340], [-0.837, 0.181, 3.934], [-2.704, 0.212, 2.540], [1.504, 0.483, 2.845], [-2.594, 0.493, 0.241], [1.729, 0.708, 0.354], [0.381, -1.660, -1.295], [-0.350, -1.148, -2.833], [-1.405, 0.645, -1.607], [2.354, -0.629, -2.619]], "forces_ev_per_a": [[-4.16, 0.01, -0.81], [0.32, -0.81, -0.31], [1.50, 0.51, -2.30], [-0.24, 0.13, 1.68], [-0.43, -0.23, -0.34], [2.76, 1.10, 1.39], [-3.64, 2.98, -2.03], [2.81, -3.26, -0.89], [1.11, -0.30, -0.50], [-0.82, -0.62, 0.02], [-1.22, -0.11, -1.23], [2.21, 1.17, 1.94], [1.05, 0.00, 0.91], [0.17, 0.30, 0.30], [1.61, -0.06, 0.97], [-0.54, -0.05, -0.81], [-1.29, -0.22, 1.01], [0.00, -1.97, 2.11], [1.45, 0.16, 0.75], [-2.12, 0.63, -1.82], [-0.53, 0.63, -0.05]]}